Record 1
12
Properties=species:S:1:pos:R:3 method="wB97M-V/def2-TZVPD" e_above_lowest_ev=0.0000 smiles="FC(F)(F)c1sc(=S)[nH]c1Cl"
F -3.9316 -0.1188 1.0500
C 0.4070 1.5569 0.1927
N 0.2879 0.1408 0.2217
C -1.8553 0.6058 0.0581
S -1.2519 2.2376 0.2586
S 1.7153 2.4108 -0.0441
F -3.8620 -0.1994 -1.0163
Cl -1.2749 -1.9885 -0.3619
H 1.2107 -0.1703 -0.0072
F -3.8852 1.7300 0.0178
C -3.3753 0.4420 0.0334
C -0.9147 -0.4023 -0.0298

---

Record 2
12
Properties=species:S:1:pos:R:3 method="wB97M-V/def2-TZVPD" e_above_lowest_ev=9.2557
C 0.2653 -0.9038 -0.6154
H 0.4254 -2.3114 0.6501
N -0.0311 -0.7827 -2.0310
C 0.6853 0.2555 0.3835
H -0.7753 -1.8317 -2.0703
H -1.0641 0.6168 3.9931
S 0.7026 1.1362 2.8710
N 0.0837 -0.0972 1.6601
N 0.1319 -2.2351 -0.2808
S -1.1089 0.5670 -2.4323
H -0.2269 0.7095 -3.8281
H 1.1471 1.2614 0.1905

---

Record 3
12
Properties=species:S:1:pos:R:3 method="wB97M-V/def2-TZVPD" e_above_lowest_ev=3.2981
H 1.5206 1.6529 -0.6822
H -2.6672 -0.4076 -0.0333
C 1.1259 0.6589 -0.4411
H -2.1213 -1.3443 1.2979
N -1.9825 -0.5479 0.6928
H -0.9297 1.2239 -1.0394
C -0.7018 -0.2016 0.4865
N -0.3202 0.6562 -0.4711
H 2.5322 -0.5216 -0.9709
O 1.6484 -0.3252 -1.3321
N 0.3074 -0.6878 1.2371
C 1.4696 -0.1220 0.8516

---

Record 4
79
Properties=species:S:1:pos:R:3 method="wB97M-V/def2-TZVPD" s2=0.786 total_charge=+1 spin_multiplicity=2
S -0.0698 -5.6860 -0.4299
O 6.0587 2.5440 1.7763
F -0.3174 0.8476 1.8520
C -3.0043 0.7009 3.8107
C 1.3508 0.4195 -0.8351
N -2.7676 -2.0138 -2.7264
O 1.3994 0.6099 0.5316
O 0.4812 -1.1530 -6.3638
H 0.3192 5.4597 -1.4056
C 3.8340 5.1121 1.3671
C -3.9491 0.8924 4.8474
H 5.6948 -1.6806 2.4150
H 0.5092 1.2611 -5.7862
H 1.3720 0.9798 -4.2316
C -3.6532 -3.3513 -0.8128
H -4.6812 -3.6105 -1.0658
H 2.1446 -2.9623 -4.0495
C 5.6494 -0.8614 1.6974
N 0.6644 -1.5265 -4.0302
H -0.7377 -2.8011 1.2539
O 0.9126 -4.4913 -0.9109
H 0.5590 2.4941 1.0999
O 0.4830 -6.6896 0.4606
H 1.9218 -3.2792 0.3280
H 0.3942 -3.8878 2.0697
C 0.9005 -3.3484 -0.0465
H 0.8193 7.0246 -0.7012
C 0.4223 -0.7569 -5.1676
C 0.5085 0.7160 -4.8422
H -1.1317 2.4015 -0.4521
O 2.2358 -0.0804 -1.4768
O 0.3567 1.0877 -1.3900
O 6.3111 0.2974 2.1905
F 3.6259 -0.3185 2.8590
H -3.5946 -3.2235 0.2681
C 1.0584 -2.9256 -3.9666
C -0.0607 -3.6431 1.1099
H -3.6653 -2.3859 -4.6651
O 2.1334 4.0666 -0.4165
C -3.0642 -2.1078 -1.4451
C 0.6244 5.9725 -0.4935
C 0.3086 1.4579 0.8724
C -3.1064 -2.8642 -3.8607
H -2.5933 1.6575 3.4878
H 5.9818 -1.1919 0.7133
H 3.8353 4.0222 1.3506
H -6.7235 2.5535 5.1554
H 3.6463 -1.0563 0.9974
H -2.0635 0.2692 4.1522
H -5.7333 2.3955 6.4538
C 5.6220 1.3568 1.7136
H -2.9526 -4.1814 -0.9037
H -0.4231 0.9979 -4.3516
H 0.5142 -3.5367 -4.6868
H 3.9887 5.4861 2.3791
C -0.6169 1.4481 -0.3332
H -0.1762 5.9751 0.2463
O -0.9521 -6.0855 -1.5261
O -2.8420 -1.1065 -0.7447
H 0.7679 -3.2949 -2.9831
H -2.6651 -1.0827 -3.1039
H 2.5886 6.8136 0.9988
O 4.4365 0.8803 1.1622
N -5.0384 1.6597 4.6275
C 4.2332 -0.4079 1.6479
H 4.7235 5.4318 0.8243
N 2.6754 5.8132 0.8902
C 1.8895 5.2136 -0.0337
H 0.7105 -2.3996 -0.5483
O -3.6657 0.4219 5.9630
C -6.0306 1.8239 5.5746
O -0.9076 -4.6705 0.6408
H -5.1192 2.1663 3.7575
H -1.4248 0.7386 -0.1541
H 0.9496 -0.9456 -3.2547
H -6.6066 0.9115 5.7288
H -3.6875 -3.7529 -3.6143
H -3.3715 0.1104 2.9713
H -2.2199 -3.1311 -4.4360

---

no.,energy (a.u.)
1,-1763.93823
2,-1039.54322
3,-356.73617
4,-2654.82302